(1)
CHCaO2 | wB97M-V/def2-TZVPD

XYZ file:
```
5
CHCaO2 | OMol25 | wB97M-V/def2-TZVPD
H -1.92859 -1.12213 0.17569
O -0.92882 0.67530 0.02331
O 0.03114 -1.30062 0.01514
C -0.99659 -0.57529 -0.11765
Ca 1.39280 0.58324 0.04250
```

Output
DFT total energy in Ha: -866.79388
Kohn-Sham gap (spin up / spin down) in eV: 5.53 / 10.75
Spin multiplicity: 2

natural (NBO) population analysis, charges in e, atoms 1 to 2: atom 1 (H): 0.11, atom 2 (O): -0.83

***

(2)
C32H51Cl2FI2N8OP | wB97M-V/def2-TZVPD

XYZ file:
```
98
C32H51Cl2FI2N8OP | OMol25 | wB97M-V/def2-TZVPD
C 0.20222 -3.03732 2.44769
C 0.32677 -1.95855 1.52040
C 0.46230 -0.84997 0.35934
C 1.57016 -0.95461 -0.86851
C 2.85518 -1.65536 -0.23846
C 3.53649 -1.04953 1.11825
N 3.83875 -2.14110 2.15642
N 1.55257 0.33527 -1.72988
C 2.59483 1.28514 -1.18962
Cl 4.37855 0.86457 -1.67678
C 2.55303 2.86924 -1.51138
C 2.30842 3.35213 -3.04459
Cl 1.68102 3.92927 -0.20012
P 2.05022 -0.09760 -3.37572
N 3.23207 -1.47983 -3.46064
O 0.75851 -0.85145 -4.32789
C 0.07218 0.71260 -1.42984
C -0.85986 1.61800 -2.37802
F -0.68358 1.60724 -3.82714
C -1.06950 3.21810 -1.97118
C -2.53583 3.71728 -2.61129
C -0.85243 -0.43161 -0.59930
C -1.63080 0.50125 0.54980
C -3.20637 0.27656 0.82661
C -4.14465 1.35355 -0.03302
C -5.02783 0.70203 -1.23717
N -5.88712 -0.48036 -0.87073
C -6.44400 -1.23266 -2.04648
N -7.07761 -0.72560 -3.15108
N -6.36158 -2.77098 -1.97954
C -1.60960 -1.66296 -1.26147
I -2.39895 -1.49026 -3.34661
C -0.97140 -3.17917 -1.26274
C -1.85309 -4.21369 -0.28130
I -1.10810 -4.12820 -3.27965
H 0.24918 -3.77131 3.38494
H 0.92725 0.06813 0.96620
H 1.28159 -1.70802 -1.75406
H 2.54373 -2.77564 0.04761
H 3.79282 -1.82561 -0.96125
H 4.60588 -0.59395 0.84425
H 2.95750 -0.19618 1.65705
H 4.03620 -3.02248 1.63432
H 4.77976 -1.85914 2.56665
H 2.48870 1.22777 -0.00023
H 3.66741 3.27673 -1.30154
H 3.35791 3.37176 -3.61177
H 1.95709 4.48356 -3.01442
H 1.59368 2.71563 -3.69924
H 4.19804 -1.10655 -3.70793
H 3.00582 -2.12281 -4.24767
H 0.81479 -0.33484 -5.20717
H 0.34207 1.49331 -0.55288
H -1.97469 1.21989 -2.17942
H -0.30112 3.94191 -2.47342
H -1.03881 3.42933 -0.82474
H -3.31732 2.85264 -2.69292
H -2.98795 4.55579 -1.92989
H -2.28804 4.22461 -3.66323
H -1.09765 0.42552 1.61713
H -1.58249 1.66919 0.30588
H -3.37850 0.64917 1.95478
H -3.62341 -0.80705 0.84529
H -3.53226 2.24514 -0.47803
H -4.93218 1.85194 0.71428
H -5.79600 1.55709 -1.56864
H -4.34989 0.54848 -2.19468
H -6.66347 -0.16873 -0.24723
H -7.09100 0.31057 -3.03563
H -6.02592 -3.08359 -1.04549
H -5.80948 -3.15534 -2.77245
H -2.65731 -1.88751 -0.71610
H 0.11578 -3.30108 -0.89786
H -2.78400 -4.66889 -0.82176
H -2.14010 -3.53928 0.66147
H -1.09273 -5.01634 0.13783
N -3.50275 -1.49901 4.07523
C -2.40686 -0.86815 4.55103
C -1.76022 -1.22533 5.72339
C -2.26880 -2.29207 6.45682
C -3.39741 -2.96051 5.99363
C -3.97234 -2.53197 4.80800
H -2.05025 -0.04036 3.94501
H -0.88171 -0.68464 6.05674
H -1.78962 -2.60023 7.38153
H -3.81852 -3.79531 6.54231
H -4.85246 -3.02365 4.40311
N 7.87953 1.86876 0.82369
C 8.54854 2.52098 1.79959
C 7.93172 3.14603 2.87151
C 6.54357 3.10457 2.94772
C 5.82652 2.44208 1.95673
C 6.53290 1.84387 0.92566
H 9.62947 2.52828 1.69382
H 8.51935 3.65323 3.62827
H 6.02470 3.58425 3.77254
H 4.74399 2.39229 1.98706
H 6.01876 1.31165 0.13023
```

Output
Total charge: +1
DFT total energy in Ha: -3719.31818
Kohn-Sham gap in eV: 6.82

Löwdin population analysis, charges in e, atoms 1 to 2: atom 1 (C): 0.13, atom 2 (C): -0.02

***

(3)
C27H20N15O2Rh | wB97M-V/def2-TZVPD

XYZ file:
```
65
C27H20N15O2Rh | OMol25 | wB97M-V/def2-TZVPD
Rh -1.41986 1.80097 0.17325
O 3.28984 4.87348 -0.98188
C 3.77052 3.63463 -0.79818
C 5.15629 3.49060 -0.70255
C 5.71879 2.24224 -0.54499
C 4.91844 1.10175 -0.45931
C 3.54812 1.24053 -0.52699
C 2.95302 2.49414 -0.70015
C 1.48075 2.57540 -0.71383
O 0.78850 1.56064 -0.37670
N 0.93560 3.72884 -1.12226
N -0.40617 3.65003 -0.98716
C -1.16121 4.56506 -1.41902
C -2.58468 4.40476 -1.09333
C -3.57158 5.09448 -1.77319
C -4.89506 4.91267 -1.41070
C -5.19116 4.08280 -0.34596
C -4.15481 3.40890 0.27517
N -2.88159 3.53762 -0.09903
H 2.31402 4.80020 -1.10919
H 5.76726 4.38240 -0.75800
H 6.79718 2.15000 -0.49180
H 5.36530 0.12548 -0.32728
H 2.89712 0.38104 -0.43755
H -0.78906 5.43599 -1.95513
H -3.29514 5.75205 -2.58638
H -5.68736 5.40996 -1.95509
H -6.20467 3.94514 0.00130
H -4.34731 2.75166 1.11048
N -3.33516 0.40936 2.57569
C -2.29201 1.21710 2.95832
N -1.94792 1.46979 4.19400
N -0.88654 2.32357 4.08630
N -0.60622 2.56559 2.86059
N -1.49555 1.86759 2.11402
C -3.64118 0.17023 1.26682
N -4.50654 -0.72043 0.83294
N -4.48747 -0.58486 -0.51871
N -3.65437 0.32608 -0.87700
N -3.12563 0.84878 0.25158
H -3.86256 -0.06938 3.28575
N 0.92114 -4.88234 -1.07033
C 1.52328 -6.06930 -0.70694
C 1.72936 -7.26911 -1.38524
C 2.35664 -8.27434 -0.67989
C 2.76733 -8.09437 0.65477
C 2.56101 -6.90303 1.31514
C 1.92360 -5.87476 0.61755
N 1.56634 -4.60376 1.04321
C 0.97881 -4.05478 0.01971
C 0.38910 -2.70698 0.04537
C 0.47775 -1.95430 1.21149
C -0.13893 -0.72430 1.26306
N -0.82696 -0.23735 0.22401
C -0.88271 -0.92686 -0.91273
C -0.28691 -2.16355 -1.03967
H 0.50417 -4.67745 -1.95971
H 1.40624 -7.41264 -2.40793
H 2.53224 -9.22753 -1.16123
H 3.24911 -8.91517 1.16967
H 2.87052 -6.75691 2.34181
H 1.01690 -2.34564 2.06216
H -0.09385 -0.11016 2.15136
H -1.44501 -0.48924 -1.72643
H -0.36908 -2.68303 -1.98404
```

Output
DFT total energy in Ha: -2123.22259
Kohn-Sham gap in eV: 6.54
Energy relative to the best compared isomer or geometry (same formula, charge and spin) in eV: 3.123

natural (NBO) population analysis, charges in e, atoms 1 to 2: atom 1 (Rh): 1.24, atom 2 (O): -0.68

***

(4)
C3H4ClNO | wB97M-V/def2-TZVPD

XYZ file:
```
10
C3H4ClNO | OMol25 | wB97M-V/def2-TZVPD
Cl 3.73038 -0.19043 -0.07042
C 2.11218 -0.05649 0.11601
C 1.00141 -0.71342 0.07089
C -0.20585 0.17888 0.29223
N 0.25639 1.45973 -0.15368
O 1.59319 1.61198 0.12762
H 1.03079 -1.79327 0.31799
H -0.95092 -0.06810 -0.38620
H -0.26094 0.07137 1.44539
H 0.15955 1.71268 -1.17599
```

Output
DFT total energy in Ha: -706.74525
Kohn-Sham gap in eV: 9.32
SMILES: ClC1=CCNO1
Energy relative to the best compared isomer or geometry (same formula, charge and spin) in eV: 4.257

natural (NBO) population analysis, charges in e, atoms 1 to 2: atom 1 (Cl): 0.13, atom 2 (C): 0.14